[1]
Entry from OMol25: the ion C4H10NO2 with charge +1 at a distorted geometry (the ωB97M-V functional and the def2-TZVPD basis).

Geometry (Å):
C: -0.3851 1.4506 -1.4019
N: 0.3269 0.5767 -0.5085
C: 0.5299 -0.9582 -0.7538
O: -0.5063 -1.4463 -0.1010
C: -0.3442 -1.0883 1.2289
O: 0.7284 -1.5934 1.8702
C: -0.1714 0.6904 0.8309
H: -0.6110 2.3821 -0.7924
H: 0.2055 1.8115 -2.1653
H: -1.2046 0.8668 -1.8230
H: 1.3032 0.9344 -0.6199
H: 0.2014 -1.1052 -1.7470
H: 1.4255 -1.2982 -0.4314
H: -1.3062 -1.1449 1.7224
H: 0.5059 -2.2231 2.4989
H: -1.2041 0.9707 0.6921
H: 0.5061 1.1744 1.5008

Forces on atoms 1 to 6 (eV/Å):
C -2.326 0.716 0.614
N 4.994 0.274 -0.077
C -3.851 2.105 -2.892
O -1.418 -2.234 2.019
C -1.048 4.035 -0.034
O 1.068 1.953 -2.067

Output
Energy relative to the best compared isomer or geometry (same formula, charge and spin)   328.5 kJ/mol
E_HOMO   -0.5521 Ha
Charge   +1
E_tot   -363.31052 hartree
LUMO level   -3.15 eV
SMILES   C[N@@H+]1CO[C@@H](O)C1
HOMO-LUMO gap   11.88 eV

[2]
Entry from OMol25: the molecule C5H7NO at a distorted geometry (the ωB97M-V functional and the def2-TZVPD basis).

Geometry (Å):
H: -2.7161 1.3817 0.7986
N: -1.7406 1.6072 0.6350
C: -0.9869 0.6221 0.3919
O: -1.2783 -0.7001 0.3848
C: -0.0445 -1.4572 0.3878
C: 1.0801 -0.4786 0.0668
C: 0.9100 0.2954 -1.2085
C: 0.4257 0.8880 0.0982
H: -0.1612 -2.2633 -0.3440
H: 0.0808 -1.8902 1.3863
H: 2.0626 -0.6724 0.4716
H: 0.1767 -0.0456 -1.9369
H: 1.8012 0.7438 -1.6371
H: 0.3905 1.9692 0.5056

Forces on atoms 1 to 6 (eV/Å):
H -0.001 -0.307 0.150
N -0.507 -0.258 -0.155
C -0.542 0.200 -0.199
O 0.027 -0.152 -0.043
C -0.041 0.040 0.108
C -0.006 0.456 0.254

Output
Energy relative to the best compared isomer or geometry (same formula, charge and spin)   176.9 kJ/mol
E_HOMO   -0.3538 Ha
E_tot   -324.65709 hartree
LUMO level   1.00 eV
SMILES   [H]/N=C1\OC[C@H]2C[C@@H]12
HOMO-LUMO gap   10.63 eV